{"formula": "C3H4FNO2", "method": "ωB97M-V/def2-TZVPD", "smiles": "O=[N+]([O-])C/C=C/F", "fmax_ha_per_bohr": 0.1609, "lumo_ha": 0.007, "e_above_lowest_kcal_mol": 107.3, "elements": ["O", "N", "O", "C", "C", "C", "F", "H", "H", "H", "H"], "coordinates": [[0.839061, -0.079816, 1.976441], [-0.101562, 0.468199, 1.511510], [-1.149094, 0.591695, 2.148140], [-0.096606, 1.007405, 0.150577], [-0.505738, -0.347919, -0.772194], [0.451006, -1.162978, -1.186272], [0.117041, -2.258948, -1.881657], [-0.599428, 1.863148, 0.144238], [1.037892, 1.235839, -0.090067], [-1.538166, -0.407940, -0.971692], [1.545594, -0.908684, -1.029024]], "atomic_forces_ev_per_a": [[2.2, -0.9, 0.0], [-2.5, 0.7, 1.8], [0.0, 0.3, -0.8], [5.3, -5.9, -2.4], [1.4, 3.4, 1.6], [0.4, 1.2, 0.3], [0.6, 0.1, 0.2], [-2.8, 3.1, -0.5], [-2.3, -0.4, 0.5], [-1.0, -0.5, -0.2], [-1.4, -1.0, -0.3]]}

{"formula": "BH3OS", "method": "ωB97M-V/def2-TZVPD", "fmax_ha_per_bohr": 0.0821, "lumo_ha": -0.030, "e_above_lowest_kcal_mol": 49.5, "elements": ["B", "O", "S", "H", "H", "H"], "coordinates": [[0.179886, -0.593467, 0.000871], [-0.195355, -1.844865, -0.026416], [1.916109, -0.054875, -0.021961], [-0.532228, 0.234478, 0.050295], [-0.953438, -1.941678, 0.511408], [1.415109, 1.822336, 0.018698]], "atomic_forces_ev_per_a": [[2.6, 1.0, -0.3], [1.0, -2.3, -0.3], [-1.0, 3.7, -0.1], [-2.2, 2.2, 0.4], [-1.6, -0.5, 0.4], [1.1, -4.1, -0.1]]}

{"formula": "C11H24ClI2N2P2Rh", "method": "ωB97M-V/def2-TZVPD", "fmax_ha_per_bohr": 0.0340, "lumo_ha": [-0.267, -0.395], "total_charge": 2, "spin_multiplicity": 5, "s_squared": 6.014, "e_above_lowest_kcal_mol": 7.7, "elements": ["I", "I", "Rh", "P", "C", "C", "H", "H", "H", "H", "H", "H", "C", "H", "H", "H", "P", "C", "C", "H", "H", "H", "C", "H", "H", "H", "H", "H", "H", "Cl", "N", "C", "C", "C", "C", "C", "N", "H", "H", "H", "H", "H", "H"], "coordinates": [[0.665642, -0.564837, -4.688435], [0.054866, 3.002031, -1.234613], [0.053766, 0.799240, 0.040311], [-2.224327, 1.118969, 0.200301], [-2.959390, 0.854165, -1.436334], [-2.996813, -0.084073, 1.310353], [-4.058236, 0.172365, 1.415529], [-3.786680, 2.769364, 0.993209], [-2.506245, -0.041029, 2.288490], [-2.179719, 2.968371, 1.751572], [-2.592500, -0.101377, -1.838313], [-2.910445, -1.093920, 0.894173], [-2.705825, 2.760988, 0.811871], [-4.049061, 0.830151, -1.328870], [-2.452833, 3.538783, 0.080910], [-2.678087, 1.664065, -2.120751], [2.338600, 1.083870, 0.150814], [3.063428, 0.798679, -1.487839], [2.833773, 2.732329, 0.740400], [2.623582, -0.055349, 2.253655], [4.177213, 0.161344, 1.388393], [3.037962, -1.114573, 0.864142], [3.118534, -0.101927, 1.276118], [2.314287, 2.956044, 1.679316], [3.914138, 2.740268, 0.915669], [4.152002, 0.884906, -1.413270], [2.676902, 1.530558, -2.209127], [2.581220, 3.500488, 0.000384], [2.788868, -0.203350, -1.842379], [0.081661, 1.171399, 2.418009], [-0.610729, -1.327542, -1.950276], [-0.275460, -2.087657, -0.872019], [-0.315258, -3.502260, -0.898600], [-0.173941, -4.180072, 0.302285], [0.019460, -3.436149, 1.477661], [0.105437, -2.049490, 1.415707], [-0.021643, -1.396248, 0.254812], [-0.236005, -0.363091, -1.945016], [-0.547642, -1.749928, -2.877990], [-0.452285, -3.979286, -1.869359], [-0.226119, -5.274198, 0.342316], [0.099689, -3.909854, 2.451294], [0.258200, -1.422168, 2.295513]], "atomic_forces_ev_per_a": [[0.3, 0.2, -0.5], [0.0, -0.4, -0.3], [0.0, 0.3, 1.2], [-1.7, 0.2, 0.2], [0.1, 0.0, -0.1], [0.3, -0.1, 0.0], [0.2, 0.0, 0.0], [0.1, -0.1, 0.0], [-0.2, 0.0, -0.2], [-0.1, -0.1, -0.2], [-0.3, 0.3, 0.1], [0.0, 0.2, 0.1], [0.1, 0.0, 0.0], [0.1, -0.1, 0.0], [-0.1, -0.3, 0.2], [-0.1, -0.2, 0.2], [1.7, 0.2, 0.3], [-0.3, 0.1, -0.2], [-0.1, 0.0, -0.1], [0.2, 0.0, -0.2], [-0.2, 0.0, -0.1], [0.0, 0.2, 0.1], [-0.3, -0.1, 0.0], [0.1, -0.1, -0.2], [-0.1, -0.1, 0.0], [-0.1, -0.1, 0.0], [0.2, -0.2, 0.2], [0.2, -0.2, 0.2], [0.2, 0.2, 0.1], [0.0, 0.1, -0.7], [0.5, 0.6, -0.8], [0.0, -0.9, 0.7], [0.1, 0.7, 0.1], [0.0, 0.2, -0.1], [0.0, 0.5, 0.2], [0.1, -0.9, 0.5], [-0.1, 0.5, -0.9], [-0.3, -0.8, -0.3], [-0.3, 0.0, 0.4], [-0.1, -0.1, 0.4], [0.1, 0.5, -0.1], [0.0, 0.0, -0.2], [0.0, -0.4, -0.2]]}

{"formula": "CH4OS3", "method": "ωB97M-V/def2-TZVPD", "fmax_ha_per_bohr": 0.0334, "lumo_ha": [-0.080, -0.042], "e_above_lowest_kcal_mol": 41.9, "elements": ["C", "O", "S", "S", "S", "H", "H", "H", "H"], "coordinates": [[0.622892, 0.294129, 0.296597], [-4.007992, -0.919466, -1.466558], [0.139743, -1.417196, -0.225365], [-4.516175, -0.344281, -2.863782], [-0.920072, -1.104107, -1.836657], [0.627088, 0.792416, -0.675926], [1.603977, 0.402394, 0.789767], [-0.217934, 0.714428, 0.885468], [-3.151100, -1.232396, -1.718762]], "atomic_forces_ev_per_a": [[-0.7, 0.1, -0.6], [-0.7, 0.0, 0.7], [0.2, 0.4, 0.3], [-0.9, 0.7, -1.1], [0.4, 0.0, 0.1], [0.2, 0.3, 0.3], [-0.6, -0.5, -0.1], [0.7, -0.3, -0.2], [1.4, -0.8, 0.6]]}

{"formula": "Cl2H2OSi", "method": "ωB97M-V/def2-TZVPD", "smiles": "ClO[SiH2]Cl", "fmax_ha_per_bohr": 0.1006, "lumo_ha": -0.101, "e_above_lowest_kcal_mol": 110.2, "elements": ["Cl", "O", "Si", "Cl", "H", "H"], "coordinates": [[-3.381731, -0.269619, -0.239152], [-2.019877, 1.212118, -0.021535], [-0.545655, 0.565964, 0.043044], [0.260555, 2.414155, -0.095087], [-0.034866, -0.011996, -1.126361], [-0.005671, -0.037829, 1.379992]], "atomic_forces_ev_per_a": [[2.6, 2.5, 0.5], [-4.6, -2.4, -0.4], [2.1, -0.1, 2.1], [0.7, 1.0, 0.2], [0.1, -1.2, -1.1], [-0.9, 0.3, -1.3]]}

{"formula": "C5H11NO3", "method": "ωB97M-V/def2-TZVPD", "fmax_ha_per_bohr": 0.1479, "lumo_ha": 0.023, "e_above_lowest_kcal_mol": 105.6, "elements": ["C", "C", "C", "C", "C", "N", "O", "O", "O", "H", "H", "H", "H", "H", "H", "H", "H", "H", "H", "H"], "coordinates": [[1.592839, 0.963434, -0.405841], [-0.057023, -0.802779, 0.186981], [0.003128, 0.810826, 0.353592], [-2.609336, -0.824463, 0.656909], [-1.506413, -0.271325, -0.226154], [0.418898, -1.680214, -0.796159], [2.595087, 0.277366, 0.287564], [1.873868, 2.327854, -0.353341], [-1.739008, -0.043074, -1.437456], [3.439774, 0.559664, -0.101911], [1.804475, 2.600947, 0.576271], [1.539798, 0.681177, -1.458573], [0.011562, -1.201905, 1.196774], [1.420806, -1.848620, -0.752591], [0.052167, -1.418043, -1.717912], [0.305314, 1.036420, 1.380836], [-0.457119, 1.731469, -0.005729], [-3.285850, -1.434215, 0.054348], [-2.240306, -1.469054, 1.458811], [-3.162659, 0.004534, 1.103579]], "atomic_forces_ev_per_a": [[-2.1, 1.6, 1.3], [-5.4, 1.6, -0.1], [7.6, 0.8, 0.0], [-0.4, 1.3, 1.0], [0.4, -5.7, -2.5], [0.8, 0.7, -0.6], [-0.4, -0.5, 0.0], [0.3, 0.6, -0.2], [0.6, 0.5, 2.2], [-0.3, -0.1, 0.1], [0.1, -0.1, -0.4], [-0.2, 0.0, 0.1], [-0.2, 0.1, -0.2], [-0.2, 0.2, -0.4], [0.4, -0.2, 0.4], [-0.3, -0.2, 0.2], [-0.7, -0.9, -0.7], [0.2, 0.4, -0.2], [0.1, 0.3, -0.1], [-0.4, -0.2, 0.1]]}

{"formula": "C7H7N4S2", "method": "ωB97M-V/def2-TZVPD", "smiles": "[S-]c1nnnn1[C@]1(S)C=CC=CC1", "fmax_ha_per_bohr": 0.0965, "lumo_ha": 0.103, "total_charge": -1, "e_above_lowest_kcal_mol": 32.3, "elements": ["S", "C", "N", "N", "N", "N", "C", "S", "C", "C", "C", "C", "C", "H", "H", "H", "H", "H", "H", "H"], "coordinates": [[-2.270385, -2.559837, 0.384324], [-0.674922, -2.559720, -0.106615], [-0.045227, -3.552862, -0.784556], [1.188656, -3.166641, -0.929786], [1.450409, -2.026900, -0.415318], [0.242947, -1.549531, 0.146378], [-0.063953, -0.177966, 0.325261], [-1.567216, 0.441870, 1.788874], [-0.608653, 0.294252, -0.897925], [-0.408311, 1.575994, -1.296318], [0.324292, 2.514369, -0.531221], [1.053025, 2.084759, 0.519564], [0.991910, 0.651467, 0.939318], [-2.241826, -0.571713, 1.392136], [-1.210718, -0.433881, -1.479453], [-0.964529, 1.777544, -2.097255], [0.418392, 3.552740, -0.807078], [1.262409, 2.791720, 1.181570], [2.095155, 0.301688, 0.633794], [1.028544, 0.612649, 2.034307]], "atomic_forces_ev_per_a": [[-1.0, -0.3, -0.1], [0.4, 0.1, 0.0], [-1.4, 0.5, 0.8], [1.6, 0.8, 0.2], [0.1, 1.1, 0.1], [-0.2, -3.3, 0.0], [-0.6, 0.5, 2.0], [2.3, 0.7, -0.6], [-0.7, 1.5, -1.6], [0.4, -2.8, 1.9], [1.5, 0.0, 0.6], [-3.6, -2.3, -2.5], [4.7, 0.2, 0.0], [-1.4, -1.7, -0.5], [0.4, 0.8, 0.4], [-1.7, 1.6, -3.4], [-0.4, 0.2, -0.1], [2.1, 2.8, 2.8], [-2.1, 0.0, 0.4], [-0.2, -0.3, -0.3]]}

{"formula": "C42H42Li2O18S", "method": "ωB97M-V/def2-TZVPD", "fmax_ha_per_bohr": 0.2814, "lumo_ha": -0.048, "e_above_lowest_kcal_mol": 29.1, "elements": ["Li", "Li", "S", "O", "O", "O", "O", "C", "C", "C", "C", "C", "C", "O", "O", "H", "H", "H", "H", "H", "H", "C", "C", "C", "C", "C", "C", "O", "O", "H", "H", "H", "H", "H", "H", "C", "C", "C", "C", "C", "C", "O", "O", "H", "H", "H", "H", "H", "H", "C", "C", "C", "C", "C", "C", "O", "O", "H", "H", "H", "H", "H", "H", "C", "C", "C", "C", "C", "C", "O", "O", "H", "H", "H", "H", "H", "H", "C", "C", "C", "C", "C", "C", "O", "O", "H", "H", "H", "H", "H", "H", "C", "C", "C", "C", "C", "C", "O", "O", "H", "H", "H", "H", "H", "H"], "coordinates": [[-11.742338, -8.198620, 56.397694], [-6.671351, -8.079227, 59.838957], [-9.692680, -8.621560, 58.858852], [-8.403573, -7.892367, 59.099573], [-10.577266, -8.438882, 59.910387], [-10.284362, -8.087351, 57.609657], [-9.414361, -9.996798, 58.700841], [-12.841865, -2.992179, 59.263694], [-11.893920, -2.018130, 59.418916], [-10.548513, -2.278235, 59.695809], [-10.173338, -3.597581, 59.930062], [-11.168015, -4.650743, 59.947051], [-12.495367, -4.274186, 59.736242], [-13.487176, -5.214920, 59.962825], [-9.665282, -1.277662, 59.672890], [-13.867198, -2.621712, 59.372766], [-12.143980, -1.185434, 58.888285], [-9.213800, -3.815063, 59.981580], [-11.265182, -5.654728, 60.216365], [-13.269934, -6.113466, 60.357296], [-9.749398, -0.652715, 60.183086], [-10.403186, -12.452316, 64.035648], [-9.506154, -11.781263, 63.150724], [-9.531622, -11.991473, 61.851236], [-10.309260, -13.033678, 61.305165], [-11.305472, -13.713694, 62.109758], [-11.336736, -13.377873, 63.453262], [-12.153009, -14.046901, 64.205175], [-8.759641, -11.303289, 60.987662], [-10.461774, -12.275866, 65.084774], [-9.180508, -10.796502, 63.588360], [-10.276630, -13.055705, 60.147630], [-12.125171, -14.416394, 61.808808], [-12.534579, -14.882886, 63.984830], [-8.906702, -11.085136, 60.087178], [-12.600760, -9.423264, 62.554675], [-13.076199, -9.887597, 63.702768], [-14.418942, -9.737899, 64.081293], [-15.307485, -9.144249, 63.242374], [-14.854575, -8.710136, 62.004742], [-13.558169, -8.729033, 61.614681], [-12.992059, -8.310564, 60.454752], [-14.863961, -10.081938, 65.408420], [-11.540971, -9.584113, 62.321937], [-12.280958, -10.153050, 64.481501], [-16.360658, -9.149549, 63.545594], [-15.408823, -8.305440, 61.198465], [-12.096237, -8.249046, 60.449292], [-14.355425, -10.345931, 65.991987], [-12.483941, -11.844626, 58.919104], [-13.760318, -12.290905, 59.404476], [-14.267154, -13.536786, 58.986195], [-13.632503, -14.200006, 57.943924], [-12.445321, -13.636939, 57.372379], [-11.870151, -12.459836, 57.833870], [-10.723707, -12.042690, 57.398003], [-15.345484, -13.991962, 59.590980], [-11.922245, -10.992554, 59.342197], [-14.202144, -11.761820, 60.193006], [-14.090424, -15.101899, 57.739280], [-11.778203, -14.069284, 56.595408], [-10.412823, -11.377448, 58.059198], [-15.696240, -13.817235, 60.523222], [-7.763523, -6.227639, 54.281490], [-7.562557, -6.433040, 55.675973], [-7.730427, -5.445755, 56.676595], [-7.996168, -4.105343, 56.131783], [-8.060746, -3.908369, 54.738327], [-7.819214, -4.926125, 53.799604], [-7.478478, -4.700962, 52.520432], [-7.757607, -5.613409, 58.028942], [-7.297880, -6.846702, 53.552716], [-7.333131, -7.368945, 56.081528], [-8.405650, -3.319282, 56.897146], [-8.328795, -2.851611, 54.447940], [-7.549027, -5.627848, 52.082259], [-8.244883, -6.371646, 58.476797], [-8.469852, -10.233038, 55.289380], [-8.428196, -9.807454, 53.930592], [-7.198521, -9.736436, 53.225330], [-5.938624, -9.910702, 53.940205], [-5.997732, -10.323479, 55.256421], [-7.251010, -10.536466, 55.869008], [-7.319157, -11.005415, 57.142785], [-7.248292, -9.240625, 51.930107], [-9.417326, -10.138446, 55.810293], [-9.491179, -9.336111, 53.375873], [-5.040972, -9.645018, 53.351589], [-5.114105, -10.527110, 55.868852], [-8.043931, -10.554687, 57.704067], [-6.647731, -9.344378, 51.273827], [-10.896427, -6.683462, 63.090313], [-11.311399, -5.883101, 64.219177], [-10.595482, -5.992122, 65.453653], [-9.454212, -6.719056, 65.483172], [-8.971616, -7.347321, 64.333142], [-9.684032, -7.351411, 63.130030], [-9.156767, -7.925511, 62.050213], [-11.171942, -5.535480, 66.545854], [-11.229527, -6.918296, 62.020544], [-12.196427, -5.504913, 64.112173], [-8.832379, -6.683373, 66.330641], [-8.056466, -7.783965, 64.464424], [-9.814769, -8.041663, 61.311586], [-10.701033, -5.612388, 67.306317]], "atomic_forces_ev_per_a": [[0.8, 0.1, 0.8], [-1.0, 0.1, -0.2], [2.2, 2.8, -4.0], [0.3, -0.3, 0.3], [-2.9, 1.2, 4.2], [-0.5, 0.1, -0.7], [1.3, -4.2, -0.8], [-0.8, -1.0, 2.9], [1.4, -1.8, -1.0], [-2.0, -1.5, 0.5], [-4.8, -0.6, -0.5], [-1.0, 3.8, -0.6], [-0.1, -0.9, -0.1], [-0.5, -0.3, 0.0], [3.5, -9.4, -8.8], [0.0, -0.6, -1.0], [-0.5, 3.1, -0.4], [4.5, -1.0, 0.6], [1.9, -1.6, 0.5], [0.4, 1.6, -0.8], [-2.0, 9.9, 8.5], [-0.9, -1.3, -2.8], [-1.6, 2.4, 5.3], [-0.8, -2.3, -4.5], [-2.2, -0.4, -1.0], [1.5, 1.5, -1.6], [3.2, 0.7, -1.1], [-2.2, 0.0, 4.2], [2.5, 1.0, 2.3], [0.1, 0.3, 0.5], [0.7, -1.2, -0.7], [-0.2, -0.6, 2.1], [1.2, 0.7, -0.4], [0.2, -0.5, -1.1], [-1.5, -0.2, -1.2], [-1.1, 1.7, -3.4], [1.1, -0.4, 3.5], [0.4, -0.4, 2.8], [-0.9, -0.9, 0.5], [0.5, 0.9, -1.7], [4.6, -3.0, 3.1], [-6.5, 0.8, -0.7], [-8.5, 4.6, -10.8], [-0.4, 0.3, -0.1], [-1.4, -0.2, -1.1], [0.4, 0.4, -0.3], [-1.6, 0.5, -0.2], [4.3, -0.2, 0.2], [8.6, -4.0, 8.0], [-1.7, 0.4, 0.4], [3.2, -0.6, -1.4], [2.0, 3.3, 0.6], [1.5, 2.2, 0.5], [-0.1, -0.8, -0.5], [-3.6, -1.7, 2.2], [2.8, 1.5, -0.6], [-3.5, -2.3, 1.4], [-0.8, -0.2, 0.1], [-0.7, 0.6, 1.1], [-0.3, -2.0, -1.1], [-1.2, -0.4, 0.4], [0.3, -0.2, -0.9], [1.9, 0.4, -2.2], [1.8, 1.5, 1.6], [-1.0, 1.2, 0.8], [-1.2, 1.8, -2.8], [-1.3, -1.3, 1.4], [-0.3, 2.0, 0.7], [-0.1, -0.4, 2.2], [-0.8, -1.8, -1.9], [0.4, 0.0, 0.6], [-0.2, -1.5, -0.2], [0.2, -1.8, 0.1], [1.2, -1.3, -1.7], [0.5, -1.3, -0.1], [0.3, 2.5, 0.7], [0.5, 0.5, -1.6], [0.6, 1.4, -2.9], [-1.9, 1.3, -1.2], [0.9, 0.4, 0.9], [-2.1, 0.3, -1.8], [-0.4, -0.5, 0.4], [-0.8, 0.2, 0.8], [0.0, 0.6, 1.9], [-4.1, 1.1, 3.4], [0.4, -0.6, 0.3], [3.5, -1.7, 1.5], [-0.3, -0.4, 0.8], [-0.3, 0.2, -0.3], [1.1, -0.9, -1.4], [3.5, -1.2, -2.1], [0.8, 0.3, -0.2], [5.0, -4.4, -0.8], [-1.5, -0.5, -2.9], [0.9, -0.3, -1.8], [-1.9, 1.1, 0.1], [0.4, 0.7, 2.2], [0.4, -0.9, -1.1], [-3.5, 1.9, -1.7], [-1.1, 1.5, 1.8], [-5.0, 2.7, 0.1], [0.6, -0.3, 1.2], [2.3, -1.3, -0.3], [0.6, 0.1, 0.7], [2.4, -0.5, 3.2]]}